Molecular formula: C3H10IN3O6PS2
Method: DFT, ωB97M-V/def2-TZVPD

## Properties
Charge: -1
HOMO: -5.379 eV
Multiplicity: 1
Frontier orbital gap: 7.8672 eV

Last column: Mulliken charge in e.
Atoms and positions in Å:
N 0.002 0.334 2.829  -0.63
P -0.275 -0.292 1.250  0.60
O -0.347 -1.896 1.624  -0.58
S -2.397 0.065 1.016  0.80
O -2.512 1.512 1.016  -0.64
O -2.707 -0.625 -0.224  -0.62
N -3.053 -0.607 2.318  -0.21
S -4.593 -0.847 2.411  0.67
O -5.028 -0.866 3.779  -0.55
O -5.395 -0.159 1.439  -0.53
I -4.784 -3.249 1.784  -0.16
H 0.545 1.185 2.741  0.26
H 0.549 -0.329 3.362  0.23
H 0.398 -2.338 1.209  0.32
C 2.629 1.971 -1.416  -1.35
C 2.692 0.485 -1.147  0.85
O 2.882 0.043 -0.029  -0.62
N 2.488 -0.351 -2.202  -0.16
C 2.200 -0.004 -3.576  -0.83
H 2.799 2.484 -0.475  0.29
H 3.389 2.278 -2.137  0.41
H 1.648 2.252 -1.800  0.36
H 2.506 -1.326 -1.951  0.22
H 1.223 -0.387 -3.878  0.29
H 2.956 -0.409 -4.251  0.28
H 2.186 1.075 -3.691  0.31